# 1
# CH4NO2

A cluster of 2 separate species, CH4NO2 in total (ωB97M-V/def2-TZVPD, OMol25).

Geometry as XYZ:
```
8
Properties=species:S:1:pos:R:3:forces:R:3:lowdin_charge:R:1
O 2.596 0.651 -0.329 -0.55 -0.09 0.27 -0.14
O -0.318 0.107 0.942 0.15 -0.36 0.25 -0.22
N -1.995 -0.609 -0.436 0.30 -0.74 0.22 -0.11
C -0.518 -0.422 -0.149 -0.49 0.70 -0.35 -0.53
H 1.712 1.032 -0.177 0.24 0.07 -0.09 0.00
H 2.333 -0.268 -0.169 0.17 -0.04 -0.17 0.01
H -2.328 0.077 -1.102 0.11 -0.01 -0.20 -0.01
H -2.532 -0.539 0.432 0.06 0.47 0.07 0.00
```
Forces are in eV/Å.

For the total energy, the calculation gives -245.72083 Ha. Its net charge is -1. The value obtained for the gap between HOMO and LUMO is 6.98 eV. For the HOMO energy, the calculation gives -1.9763 eV.

# 2
# CH4NO2

The ion CH4NO2 with charge +1 in a non-equilibrium geometry (ωB97M-V/def2-TZVPD, OMol25).

Geometry as XYZ:
```
8
Properties=species:S:1:pos:R:3:forces:R:3:lowdin_charge:R:1
O 1.168 0.656 0.998 -1.35 -1.23 0.89 0.04
O 1.643 0.799 -0.345 -2.44 -2.88 -0.62 0.07
N -0.775 -0.003 -0.203 -2.63 -1.22 -0.95 0.25
C 0.622 -0.270 0.135 4.41 1.36 -1.14 -0.21
H -1.159 0.018 0.751 -0.85 0.25 -0.25 0.19
H -1.416 -0.705 -0.817 2.37 1.30 1.74 0.27
H -0.955 0.895 -0.658 0.49 0.47 0.24 0.19
H 0.872 -1.389 0.140 0.00 1.95 0.08 0.21
```
Forces are in eV/Å.

For the total energy, the calculation gives -245.28779 Ha. Its net charge is +1. Its SMILES is [NH3+]C1OO1. The value obtained for the gap between HOMO and LUMO is 11.29 eV. For the HOMO energy, the calculation gives -15.9767 eV.

# 3
# CH4NO2Si

The ion CH4NO2Si with charge -1 in a non-equilibrium geometry (ωB97M-V/def2-TZVPD, OMol25).

Geometry as XYZ:
```
9
Properties=species:S:1:pos:R:3:forces:R:3:lowdin_charge:R:1
Si -0.491 0.378 -0.043 0.55 -1.46 3.12 0.53
O 1.931 -0.138 0.469 1.00 -1.17 0.23 -0.13
O 1.588 2.065 0.768 0.44 1.23 0.47 -0.11
N -0.507 -1.145 -0.884 2.19 1.08 0.16 -0.17
C 1.294 0.919 0.473 -1.14 0.05 -1.18 -0.93
H 0.256 -1.786 -0.650 -0.84 0.14 -0.10 0.02
H -1.578 1.018 -0.663 -1.21 1.24 -0.84 -0.12
H -1.420 -1.466 -0.985 -1.31 -1.33 -0.24 -0.05
H -1.073 0.157 1.515 0.31 0.23 -1.61 -0.06
```
Forces are in eV/Å.

For the total energy, the calculation gives -535.29359 Ha. Its net charge is -1. Its SMILES is N[SiH2]C(=O)[O-]. The value obtained for the gap between HOMO and LUMO is 7.51 eV. For the HOMO energy, the calculation gives -3.4036 eV.

# 4
# CH4NO3

A cluster of 2 separate species, CH4NO3 in total in a non-equilibrium geometry (ωB97M-V/def2-TZVPD, OMol25).

Geometry as XYZ:
```
9
Properties=species:S:1:pos:R:3:forces:R:3:lowdin_charge:R:1
O -3.317 0.628 -0.001 0.47 -0.41 -0.68 -0.09
O -0.149 0.295 -0.353 -0.73 -0.24 -0.06 -0.10
O 1.527 0.239 1.130 -0.18 -0.91 0.32 -0.11
N 1.623 -1.101 -0.779 -1.45 -0.43 1.25 0.05
C 0.911 -0.161 0.120 0.78 1.39 -0.80 -0.83
H -2.459 0.372 -0.396 -0.15 -0.32 0.03 0.01
H -2.989 1.331 0.545 0.00 0.66 0.68 0.01
H 2.329 -1.562 -0.229 0.73 0.39 -0.47 0.03
H 1.887 -0.581 -1.592 0.51 -0.15 -0.26 0.04
```
Forces are in eV/Å.

For the total energy, the calculation gives -321.05568 Ha. Its net charge is -1. The value obtained for the gap between HOMO and LUMO is 8.29 eV. For the HOMO energy, the calculation gives -3.8892 eV.

# 5
# CH4NO3P

A cluster of 3 separate species, CH4NO3P in total in a non-equilibrium geometry (ωB97M-V/def2-TZVPD, OMol25).

Geometry as XYZ:
```
10
Properties=species:S:1:pos:R:3:forces:R:3:lowdin_charge:R:1
P -6.832 0.040 -0.054 -1.97 0.41 0.24 0.25
O -6.643 1.429 0.502 0.47 -1.25 -0.78 -0.41
O -7.391 -1.004 0.874 0.91 0.45 -0.56 -0.42
O -6.770 -0.266 -1.524 0.60 0.39 1.09 -0.41
N -2.424 -0.043 -0.276 -0.41 -0.05 -1.01 -0.04
C -2.982 -0.202 0.854 1.14 -0.84 -0.85 -0.16
H 10.670 -2.926 -1.475 0.05 -0.01 0.00 -1.00
H -3.056 -0.117 -1.099 0.05 0.28 0.85 0.04
H -4.109 -0.434 0.900 1.80 0.43 0.93 0.07
H -2.082 -0.268 1.588 -2.63 0.20 0.09 0.08
```
Forces are in eV/Å.

For the total energy, the calculation gives -662.31330 Ha. Its net charge is -2. The value obtained for the gap between HOMO and LUMO is 3.36 eV. For the HOMO energy, the calculation gives 1.4887 eV.

# 6
# CH4NOP

The molecule CH4NOP in a non-equilibrium geometry (ωB97M-V/def2-TZVPD, OMol25).

Geometry as XYZ:
```
8
Properties=species:S:1:pos:R:3:forces:R:3:lowdin_charge:R:1
P -1.201 2.019 -1.233 2.99 -2.91 1.93 0.70
O 0.531 0.405 0.158 0.02 0.99 0.15 -0.32
N -0.540 0.337 -0.596 -2.48 3.22 -1.28 -0.30
C 0.821 -0.886 0.759 2.17 1.43 -6.28 -0.02
H 1.495 -1.316 -0.040 -0.76 -0.43 1.21 0.12
H -0.052 -1.352 0.871 -3.21 -2.20 0.74 0.04
H -2.407 1.435 -1.470 -1.00 -0.78 -0.48 -0.25
H 1.353 -0.643 1.552 2.27 0.68 4.03 0.04
```
Forces are in eV/Å.

For the total energy, the calculation gives -511.67748 Ha. Its SMILES is [H]/P=N/OC. The value obtained for the gap between HOMO and LUMO (spin up / spin down) is 7.99 / 8.77 eV. For the HOMO energy (spin up / spin down), the calculation gives -8.7005 / -8.5900 eV.